Molecular formula: C42H83AsF6MnN9O6
Method: DFT, wB97M-V/def2-TZVPD

Structure (XYZ):
```
148
C42H83AsF6MnN9O6 wB97M-V/def2-TZVPD
Mn -7.949 -30.853 15.910
As -5.266 -31.714 18.504
F -6.486 -32.831 19.287
F -6.441 -31.322 17.204
F -4.056 -30.664 17.744
F -4.059 -32.008 19.761
F -4.600 -33.091 17.569
F -6.015 -30.329 19.401
C -0.905 -28.358 20.592
C -2.317 -28.851 20.909
C -3.416 -27.964 20.411
C -3.230 -27.388 19.068
N -3.013 -26.918 18.001
H -0.084 -29.040 20.811
H -0.766 -27.397 21.088
H -0.699 -28.195 19.534
H -2.393 -28.908 21.995
H -2.488 -29.827 20.455
H -3.395 -27.126 21.107
H -4.354 -28.516 20.471
C -7.322 -28.743 21.786
C -7.628 -28.208 23.187
C -6.378 -28.285 24.160
C -5.235 -27.455 23.824
N -4.270 -26.830 23.528
H -8.099 -28.432 21.087
H -7.343 -29.833 21.754
H -6.366 -28.319 21.479
H -8.430 -28.774 23.661
H -8.054 -27.208 23.106
H -6.091 -29.330 24.280
H -6.675 -27.919 25.143
C -0.130 -31.160 18.467
C -0.954 -32.301 17.888
C -0.090 -33.546 17.882
C 0.293 -34.091 19.167
N 0.575 -34.467 20.221
H -0.132 -31.335 19.543
H -0.606 -30.221 18.182
H 0.879 -31.108 18.058
H -1.328 -32.107 16.882
H -1.812 -32.393 18.554
H 0.859 -33.414 17.364
H -0.568 -34.418 17.434
C -6.426 -34.872 22.188
C -6.767 -33.686 23.054
C -7.650 -32.620 22.435
C -8.937 -33.171 22.016
N -9.990 -33.600 21.804
H -7.235 -35.579 22.005
H -5.719 -35.600 22.586
H -6.138 -34.509 21.202
H -5.779 -33.261 23.230
H -7.149 -34.075 23.998
H -7.195 -32.166 21.554
H -7.911 -31.843 23.154
C -4.921 -37.985 26.415
O -4.482 -38.445 25.167
C -5.450 -39.179 24.377
C -5.060 -39.458 22.939
N -5.047 -38.204 22.135
C -4.569 -38.431 20.780
C -4.498 -37.182 19.948
O -3.391 -36.408 20.465
C -3.206 -35.136 19.976
H -5.802 -37.349 26.332
H -4.164 -37.280 26.757
H -4.929 -38.818 27.118
H -6.375 -38.603 24.408
H -5.684 -40.086 24.935
H -5.825 -40.080 22.475
H -4.084 -39.944 22.899
H -4.448 -37.476 22.500
H -5.208 -39.136 20.249
H -3.563 -38.850 20.818
H -5.444 -36.644 19.997
H -4.345 -37.436 18.899
H -3.044 -35.151 18.898
H -2.455 -34.537 20.490
H -4.154 -34.623 20.135
C -9.423 -30.983 18.996
O -8.882 -31.582 17.776
C -9.143 -32.988 17.691
C -8.563 -33.568 16.405
N -8.822 -32.700 15.247
C -8.104 -33.126 14.065
C -6.602 -33.099 14.194
O -6.157 -31.901 14.822
C -4.773 -31.749 14.645
H -9.156 -31.610 19.847
H -10.503 -31.065 18.870
H -9.080 -29.955 19.109
H -10.210 -33.198 17.618
H -8.830 -33.540 18.577
H -8.998 -34.550 16.220
H -7.529 -33.876 16.566
H -9.757 -32.941 14.951
H -8.481 -32.539 13.228
H -8.535 -34.120 13.945
H -6.271 -33.233 13.164
H -6.239 -33.915 14.819
H -4.411 -30.751 14.891
H -4.542 -31.840 13.584
H -4.108 -32.348 15.267
C -6.248 -28.272 16.277
O -7.518 -28.859 16.500
C -8.645 -28.002 16.434
C -9.979 -28.747 16.273
N -9.914 -30.058 15.625
C -10.140 -30.008 14.150
C -9.031 -29.394 13.414
O -7.739 -29.740 13.830
C -6.740 -29.344 12.858
H -6.174 -27.960 15.235
H -5.518 -29.070 16.410
H -6.034 -27.392 16.883
H -8.481 -27.407 15.536
H -8.582 -27.275 17.244
H -10.776 -28.174 15.798
H -10.286 -28.958 17.297
H -10.802 -30.432 15.930
H -11.075 -29.499 13.920
H -10.316 -31.001 13.738
H -9.177 -28.316 13.349
H -9.192 -29.605 12.357
H -6.908 -28.335 12.480
H -6.792 -29.956 11.957
H -5.785 -29.350 13.384
N -2.592 -28.611 15.489
C -3.314 -27.683 14.785
C -2.862 -27.651 13.488
C -1.865 -28.618 13.314
C -1.779 -29.248 14.545
H -2.638 -28.718 16.493
H -3.938 -26.993 15.334
H -3.231 -26.950 12.755
H -1.164 -28.812 12.515
H -1.140 -30.027 14.934
N -7.792 -36.770 16.880
C -6.765 -36.178 17.570
C -5.632 -35.990 16.756
C -5.993 -36.493 15.486
C -7.315 -36.983 15.600
H -8.715 -36.835 17.283
H -6.880 -35.865 18.598
H -4.710 -35.496 17.028
H -5.366 -36.315 14.625
H -8.011 -37.362 14.866
```

As for the HOMO energy (alpha / beta): -0.368 / -0.368 Eh. As for the spin multiplicity: 6. The charge is +1.

Here are the Mulliken charges for atoms 1 to 5, given in e:
1. Mn 1.115
2. As 2.008
3. F -0.390
4. F 0.241
5. F -0.455